No. 1
{
  "formula": "C35H38N4Pb",
  "method": "ωB97M-V/def2-TZVPD",
  "elements": ["Pb", "N", "N", "C", "C", "C", "C", "H", "H", "H", "C", "C", "H", "H", "H", "C", "C", "H", "H", "H", "C", "H", "H", "H", "C", "H", "H", "H", "C", "H", "C", "H", "C", "H", "C", "H", "C", "C", "H", "C", "C", "H", "C", "H", "N", "C", "C", "C", "H", "C", "C", "H", "H", "H", "C", "H", "C", "C", "H", "H", "H", "C", "H", "H", "H", "N", "C", "C", "C", "C", "C", "C", "C", "H", "H", "H", "H", "H"],
  "xyz": [[-0.58775, 0.30942, -0.23701], [1.02501, -2.72110, 2.39780], [0.83680, -2.30286, -1.34447], [1.46188, 2.36282, -0.07075], [2.43006, 1.35047, 0.19475], [2.24553, 0.90593, 1.53164], [3.00643, -0.15170, 2.23084], [3.94916, -0.36628, 1.71092], [2.42935, -1.08813, 2.31090], [3.25281, 0.16811, 3.25490], [1.16485, 1.62851, 2.09929], [0.63483, 1.45001, 3.47153], [1.16868, 2.09287, 4.19135], [0.75205, 0.41010, 3.81106], [-0.43334, 1.70152, 3.53180], [0.69190, 2.55267, 1.12584], [-0.39199, 3.54438, 1.32800], [-1.20605, 3.14050, 1.94830], [-0.82207, 3.88523, 0.37692], [-0.00527, 4.43672, 1.84852], [3.47204, 0.89021, -0.75138], [4.33860, 1.57395, -0.75002], [3.09453, 0.84714, -1.78446], [3.83960, -0.10897, -0.48369], [1.30749, 3.10415, -1.34869], [0.29894, 3.52852, -1.46192], [1.49323, 2.45864, -2.22246], [2.02319, 3.94339, -1.40348], [0.34113, -3.19367, 3.42411], [0.76015, -3.00236, 4.41705], [-0.86192, -3.90587, 3.29647], [-1.38077, -4.23199, 4.19602], [-1.36437, -4.16454, 2.01917], [-2.30241, -4.70323, 1.88350], [-0.64699, -3.73949, 0.91985], [-0.95046, -3.92100, -0.10931], [0.57270, -3.01304, 1.13305], [1.39667, -2.57363, 0.11591], [2.38438, -2.13537, 0.27205], [0.19360, -1.17765, -1.72318], [1.05591, -3.14470, -2.43251], [1.48501, -4.11230, -2.28044], [0.68618, -2.47272, -3.52116], [0.72626, -2.74164, -4.55189], [0.22981, -1.22383, -3.10329], [0.04453, -0.08704, -3.93575], [1.11511, 0.33574, -4.74310], [0.96588, 1.51863, -5.47639], [1.78736, 1.84756, -6.11806], [-0.20428, 2.27643, -5.40667], [-0.38031, 3.50211, -6.25258], [-0.90304, 4.28850, -5.69648], [-0.97646, 3.28491, -7.15013], [0.58998, 3.88582, -6.58260], [-1.23185, 1.85499, -4.56036], [-2.14692, 2.44783, -4.48052], [-1.13842, 0.66070, -3.83943], [-2.31632, 0.23058, -3.01716], [-2.26121, -0.80767, -2.67135], [-3.22906, 0.32058, -3.62891], [-2.48560, 0.90067, -2.15276], [2.41439, -0.39723, -4.78964], [2.30456, -1.43689, -5.11959], [2.94679, -0.39315, -3.82629], [3.06423, 0.10988, -5.51348], [-1.70745, -0.62006, 1.71021], [-2.17013, -0.73121, 2.79055], [-2.76380, -0.80302, 4.06926], [-4.13765, -0.53100, 4.21858], [-4.71481, -0.53908, 5.48798], [-3.93245, -0.83474, 6.61143], [-2.57173, -1.12488, 6.46762], [-1.98376, -1.10141, 5.20202], [-4.73233, -0.30891, 3.32948], [-5.77724, -0.31187, 5.59682], [-4.38541, -0.83914, 7.60473], [-1.95774, -1.36793, 7.33718], [-0.92022, -1.31892, 5.07399]],
  "forces_ev_per_a": [[-0.06, 1.54, 1.27], [-0.06, -0.70, 0.25], [0.70, -1.72, 2.56], [-0.08, -0.30, 1.09], [-0.87, 0.31, 0.86], [-0.56, 0.74, -0.82], [0.24, -0.48, 0.33], [-0.04, -0.04, 0.12], [0.30, 0.28, 0.04], [0.10, -0.09, -0.09], [0.18, 0.36, -1.26], [-0.11, -0.07, 0.50], [-0.13, -0.09, 0.07], [-0.09, 0.22, -0.06], [0.19, -0.10, 0.05], [1.02, -0.62, -0.24], [-0.19, 0.34, 0.20], [0.07, 0.08, -0.14], [-0.02, -0.05, 0.12], [-0.22, 0.02, -0.06], [0.37, -0.12, -0.24], [0.01, -0.15, -0.15], [0.08, -0.03, 0.10], [-0.04, 0.13, -0.13], [0.15, 0.35, -0.29], [0.17, -0.06, -0.01], [-0.04, 0.14, 0.07], [-0.14, -0.01, -0.24], [-0.67, -0.50, -0.54], [-0.14, 0.05, -0.16], [0.25, 0.00, 0.90], [0.00, 0.10, -0.20], [0.36, 0.20, -0.60], [0.14, 0.08, 0.08], [-0.03, 0.16, 0.41], [-0.13, -0.04, 0.23], [-0.13, 0.21, -0.08], [-0.37, 0.67, -3.04], [-0.67, 0.13, -0.15], [1.21, -0.95, -0.69], [0.23, 0.44, 1.29], [0.07, -0.22, -0.07], [-0.02, 0.41, -0.67], [-0.03, -0.10, -0.35], [-0.40, -0.13, -0.26], [-0.08, 0.11, 0.29], [-0.52, 0.57, -0.03], [-0.26, -0.35, 0.05], [-0.19, -0.05, 0.18], [-0.13, -0.25, 0.28], [-0.01, 0.24, -0.11], [0.12, -0.07, -0.11], [0.10, 0.02, 0.14], [-0.14, 0.04, 0.03], [0.34, -0.23, -0.24], [0.23, -0.15, -0.02], [0.07, 0.21, -0.21], [-0.82, 0.04, -0.30], [0.11, 0.42, 0.05], [0.16, -0.03, -0.04], [0.23, -0.47, -0.28], [0.69, -0.05, -0.29], [0.11, 0.27, 0.16], [-0.34, -0.10, -0.15], [-0.02, -0.12, 0.12], [-0.57, -0.70, 1.40], [0.06, 0.17, -0.29], [1.03, 0.12, -2.05], [-1.75, 0.30, 0.91], [0.26, 0.08, -1.39], [-0.72, 0.02, 1.18], [1.11, -0.08, -1.30], [0.47, -0.40, 2.04], [0.10, -0.04, 0.30], [0.22, -0.07, -0.03], [0.07, 0.00, -0.21], [-0.14, 0.08, -0.19], [-0.39, 0.09, 0.09]],
  "lumo_ev": [4.018, 4.038],
  "fmax_ev_per_a": 3.17,
  "charge": -2
}

No. 2
{
  "formula": "CH5N3O",
  "method": "ωB97M-V/def2-TZVPD",
  "elements": ["C", "H", "H", "H", "H", "H", "N", "N", "N", "O"],
  "xyz": [[0.05834, 0.83579, -0.18981], [-1.01743, -1.14721, -0.71158], [-2.25760, -0.60993, 0.24754], [0.50940, 1.94219, -0.23377], [0.42476, -1.25719, 0.13315], [1.97513, 0.88499, 0.76265], [-1.29538, -0.73188, 0.11779], [-1.22339, 0.68224, 0.06470], [0.69910, -0.36000, -0.26611], [2.12707, -0.23901, 0.07543]],
  "forces_ev_per_a": [[-2.23, 1.73, 1.13], [-0.28, -0.94, -2.42], [-2.23, -2.43, -0.09], [-0.53, -3.03, -0.18], [-0.15, 1.25, 0.53], [1.50, -5.12, -2.73], [-4.35, 1.58, 3.10], [4.02, 0.85, -0.89], [6.14, 0.59, -1.00], [-1.89, 5.51, 2.56]],
  "lumo_ev": 0.124,
  "fmax_ev_per_a": 6.36,
  "charge": 0
}

No. 3
{
  "formula": "C6H9FNO3",
  "method": "ωB97M-V/def2-TZVPD",
  "elements": ["C", "C", "C", "C", "C", "C", "N", "O", "O", "O", "F", "H", "H", "H", "H", "H", "H", "H", "H", "H"],
  "xyz": [[-0.23185, 1.23678, 0.81662], [1.55312, -0.26932, -0.24671], [0.67914, 1.20800, 2.15367], [-0.32183, 0.71874, -1.63773], [-1.62137, -1.35166, 0.16655], [0.33069, 0.49690, -0.32983], [-1.93048, -1.74182, -0.99358], [1.76787, -0.84070, -1.55499], [-1.38337, 1.70781, 0.72247], [2.32888, -0.60129, 0.66834], [-0.84887, -1.88805, 1.06600], [0.66673, 2.13793, 2.75984], [1.66319, 0.81904, 1.98062], [0.24622, 0.32638, 2.80106], [0.28453, 1.02845, -2.50600], [-1.23816, 1.51251, -1.56489], [-0.96067, -0.13744, -1.99338], [-2.17738, -0.44742, 0.56915], [2.64878, -1.22597, -1.70056], [-1.45517, -2.68887, -1.17665]],
  "forces_ev_per_a": [[1.18, -1.39, -0.51], [0.03, -0.78, -0.61], [-2.59, -1.23, 0.53], [-3.64, 1.11, -1.66], [-2.89, 2.70, -0.89], [0.93, 0.98, 1.69], [1.02, -2.79, 0.77], [0.12, 0.27, 0.19], [1.10, 0.32, 1.24], [-0.79, 0.52, -1.20], [0.95, -1.37, 0.73], [-0.21, -0.49, -0.53], [0.48, 0.40, -0.44], [0.37, 1.72, -0.93], [0.16, -0.10, 0.60], [2.45, -1.40, 0.22], [1.08, 0.48, 0.16], [1.09, -0.90, -0.39], [-0.34, 0.26, 0.95], [-0.50, 1.70, 0.08]],
  "lumo_ev": 3.747,
  "fmax_ev_per_a": 4.15,
  "charge": -1
}

No. 4
{
  "formula": "BrClH2N2",
  "method": "ωB97M-V/def2-TZVPD",
  "elements": ["N", "N", "Cl", "Br", "H", "H"],
  "xyz": [[0.30956, -0.24298, 0.02131], [1.29189, -0.76609, -0.67816], [2.85984, -0.13493, -0.32573], [0.92995, -0.02908, -2.89493], [0.19111, 0.79574, 0.36096], [-0.46659, -0.84379, 0.12474]],
  "forces_ev_per_a": [[1.28, 2.75, 1.30], [-0.83, 0.60, -0.83], [-0.63, 0.22, 0.09], [0.27, -0.33, 0.78], [0.76, -2.66, -1.17], [-0.85, -0.58, -0.17]],
  "lumo_ev": [-1.594, -1.318],
  "fmax_ev_per_a": 3.30,
  "smiles": "NN(Cl)Br",
  "charge": 0
}